Molecular formula: C3H68O35V
Method: DFT, wB97M-V/def2-TZVPD

Element x y z (Å)
V 9.027 9.353 14.726
C 9.671 7.650 11.211
C 8.622 8.535 11.814
O 8.415 8.525 13.206
H 9.452 7.390 10.181
H 9.882 6.757 11.744
H 10.685 8.100 11.166
H 7.743 8.172 11.351
H 8.782 9.552 11.470
O 10.725 11.555 17.839
C 10.196 11.492 16.656
O 10.301 12.404 15.777
O 9.472 10.499 16.394
H 11.396 12.296 18.006
O 13.288 10.415 16.708
H 14.072 10.967 16.874
H 13.167 9.903 17.536
O 10.862 8.608 15.063
H 10.790 7.730 15.486
H 11.828 8.554 14.893
O 11.124 8.261 18.840
H 11.061 9.250 18.736
H 11.829 8.214 19.540
O 8.554 7.869 16.159
H 8.292 8.294 17.020
H 9.109 7.108 16.332
O 7.097 10.175 15.004
H 6.615 11.050 15.140
H 6.611 9.691 14.398
O 16.037 11.738 16.824
H 15.474 12.405 16.308
H 16.340 11.230 16.066
O 7.801 12.671 18.723
H 6.917 12.389 18.845
H 7.714 13.083 17.820
O 5.487 10.851 17.717
H 4.637 10.427 17.481
H 5.915 10.076 18.111
O 11.467 10.924 11.675
H 12.440 10.832 11.771
H 11.239 10.645 10.747
O 11.079 16.716 16.687
H 11.547 17.591 16.813
H 10.216 16.786 16.223
O 8.098 13.989 16.260
H 8.225 14.934 16.125
H 8.866 13.517 15.863
O 13.465 8.226 15.084
H 13.532 8.957 15.783
H 14.358 8.398 14.603
O 16.752 13.726 18.219
H 17.542 13.970 18.726
H 16.884 12.889 17.787
O 8.454 16.561 15.197
H 7.727 17.145 15.384
H 8.488 16.466 14.173
O 8.005 9.252 18.419
H 7.950 9.087 19.361
H 8.408 10.104 18.223
O 8.427 8.981 21.141
H 8.853 8.151 21.244
H 7.691 8.932 21.762
O 12.032 11.402 21.075
H 11.126 11.797 20.982
H 12.147 11.500 22.011
O 14.272 13.649 15.709
H 13.688 13.988 16.442
H 14.996 14.254 15.514
O 13.554 14.057 11.114
H 14.406 14.064 10.688
H 13.384 15.031 11.141
O 12.017 13.931 18.011
H 11.449 14.561 17.470
H 11.844 14.103 18.940
O 11.201 14.297 13.436
H 11.575 13.925 12.578
H 11.100 13.631 14.181
O 16.935 14.811 15.771
H 16.783 14.475 16.721
H 17.514 15.605 15.892
O 10.195 13.379 20.195
H 9.904 14.213 20.548
H 9.439 13.074 19.636
O 10.774 6.591 16.846
H 11.062 7.139 17.598
H 11.093 5.730 16.965
O 13.489 11.492 13.842
H 13.139 11.114 14.665
H 13.805 12.350 14.002
O 15.543 9.501 13.452
H 16.280 9.677 12.877
H 14.999 10.278 13.596
O 8.900 15.683 12.894
H 8.883 16.112 12.012
H 9.844 15.332 12.975
O 13.468 9.333 19.853
H 14.269 9.298 20.420
H 13.051 10.150 20.283
O 9.884 10.847 13.771
H 10.481 10.832 12.901
H 10.304 11.475 14.308
O 5.848 12.490 15.236
H 6.577 13.205 15.162
H 5.574 12.478 16.179
O 16.941 12.250 14.098
H 17.546 12.469 13.396
H 17.078 13.027 14.705

Atoms 1-2, force components in eV/Å:
V 0.0309 -0.0896 0.5736
C 2.2615 0.6109 -0.1581

- total charge = +1
- spin multiplicity = 3
- M (g/mol) = 715.49
- frontier orbital gap (spin up / spin down) (eV) = 8.6 / 9.9
- LUMO level (spin up / spin down) (eV) = -1.759 / -1.759
- F_max (eV/A) = 4.64
- E_tot (hartree) = -3732.6007
- highest occupied orbital energy (spin up / spin down) (eV) = -10.39 / -11.68

---

Molecular formula: C24H33N6S6V
Method: DFT, wB97M-V/def2-TZVPD

Element x y z (Å)
V 0.055 -0.256 1.332
C 3.711 0.215 0.780
C 3.455 -1.021 -0.053
S 1.883 -1.842 0.310
C 2.236 -2.887 1.749
C 2.400 -2.189 3.088
S 0.972 -1.149 3.546
C 1.851 0.183 4.417
C 0.957 1.388 4.656
S 0.290 2.205 3.185
C 1.634 3.246 2.590
C 2.800 2.504 1.966
S 2.224 1.252 0.786
H 4.531 0.793 0.352
H 3.972 -0.030 1.810
H 4.269 -1.740 0.039
H 3.373 -0.755 -1.108
H 3.136 -3.460 1.521
H 1.404 -3.589 1.771
H 3.290 -1.562 3.105
H 2.516 -2.947 3.864
H 2.732 0.441 3.832
H 2.183 -0.221 5.375
H 1.490 2.127 5.257
H 0.074 1.098 5.228
H 1.985 3.891 3.396
H 1.153 3.890 1.852
H 3.416 2.015 2.719
H 3.436 3.200 1.417
S -1.002 -2.241 0.912
C -1.103 -2.032 -0.843
N -1.538 -3.060 -1.543
N -1.552 -3.089 -2.835
C -0.825 -2.279 -3.771
C 0.557 -2.188 -3.650
C 1.269 -1.477 -4.597
C 0.605 -0.867 -5.660
C -0.770 -0.979 -5.775
C -1.496 -1.693 -4.827
N -0.898 -0.829 -1.418
N -0.578 0.125 -0.633
C -0.478 1.403 -1.256
C -0.731 2.525 -0.474
C -0.619 3.787 -1.037
C -0.244 3.924 -2.367
C 0.006 2.796 -3.140
C -0.113 1.530 -2.592
H -2.028 -3.901 -3.203
H 1.060 -2.687 -2.830
H 2.347 -1.419 -4.528
H 1.168 -0.322 -6.406
H -1.285 -0.520 -6.607
H -2.571 -1.788 -4.909
H -1.055 2.404 0.556
H -0.841 4.664 -0.444
H -0.153 4.909 -2.805
H 0.295 2.903 -4.177
H 0.079 0.643 -3.183
S -1.990 0.521 2.489
C -3.433 -0.060 1.764
N -4.527 -0.313 2.470
C -5.620 -0.818 1.635
C -5.081 -0.555 0.214
N -3.670 -0.251 0.473
H -4.525 -0.328 3.476
H -6.545 -0.282 1.836
H -5.775 -1.880 1.822
H -5.569 0.297 -0.259
H -5.178 -1.426 -0.430
H -3.021 0.049 -0.235

Atoms 1-2, force components in eV/Å:
V 0.1994 0.3886 0.2508
C 0.0220 0.0426 0.0297

- total charge = +2
- spin multiplicity = 3
- M (g/mol) = 648.92
- frontier orbital gap (spin up / spin down) (eV) = 6.5 / 6.5
- LUMO level (spin up / spin down) (eV) = -6.237 / -6.295
- F_max (eV/A) = 0.50
- E_tot (hartree) = -4595.5434
- highest occupied orbital energy (spin up / spin down) (eV) = -12.74 / -12.78

---

Molecular formula: C13H16N2PScSe
Method: DFT, wB97M-V/def2-TZVPD

Element x y z (Å)
C 2.098 -0.327 0.277
C 2.686 -0.687 -0.897
C 2.186 -0.719 -2.226
C 0.961 -0.231 -2.761
C -0.090 0.397 -2.162
Sc 0.054 -0.305 -0.170
P -0.047 0.845 2.311
H 2.686 -0.260 1.190
H 3.744 -0.990 -0.861
H 2.906 -1.074 -2.971
H -0.840 0.939 -2.759
H 0.938 -0.377 -3.854
H -0.610 2.137 2.593
H 1.212 1.030 2.977
H -0.700 0.108 3.363
C -4.299 -3.183 1.678
N -4.028 -1.789 1.380
C -2.954 -1.279 0.705
Se -1.535 -2.302 0.016
N -3.131 0.086 0.699
C -4.305 0.430 1.385
C -4.876 1.655 1.700
C -6.063 1.632 2.446
C -6.633 0.420 2.877
C -6.026 -0.805 2.573
C -4.865 -0.752 1.811
H -5.268 -3.482 1.262
H -4.342 -3.344 2.762
H -3.515 -3.806 1.251
H -2.490 0.757 0.276
H -4.394 2.567 1.363
H -6.560 2.569 2.700
H -7.563 0.450 3.457
H -6.416 -1.771 2.897

Atoms 1-2, force components in eV/Å:
C -1.6748 1.0473 1.0732
C 1.0189 -0.4700 -1.1591

- M (g/mol) = 355.17
- frontier orbital gap (eV) = 4.6
- relative energy (zero: lowest compared OMol25 entry of this formula, charge and spin) (kcal per mole) = 9.7
- LUMO level (eV) = -0.412
- F_max (eV/A) = 2.44
- E_tot (hartree) = -4117.8293
- highest occupied orbital energy (eV) = -4.96

---

Molecular formula: C29H45N4O4S3Si3TaTe
Method: DFT, wB97M-V/def2-TZVPD

Element x y z (Å)
Ta -0.265 -0.628 0.185
N -2.422 -3.395 1.502
C -1.629 -3.636 0.462
N -0.705 -2.807 -0.051
C 0.001 -3.486 -1.067
C -0.462 -4.704 -1.383
S -1.770 -5.138 -0.361
C 1.223 -2.867 -1.529
C 2.222 -3.445 -2.226
S 3.544 -2.357 -2.364
C 2.649 -1.162 -1.501
N 1.468 -1.575 -1.084
N 3.173 0.052 -1.254
H -2.386 -2.520 1.983
H -3.089 -4.086 1.805
H -0.078 -5.392 -2.118
H 2.282 -4.451 -2.605
H 3.969 0.330 -1.812
H 2.523 0.799 -1.045
C -0.581 -1.594 3.385
O -1.114 -1.004 2.155
Si -2.451 0.139 2.177
C -1.962 1.340 3.521
C -3.907 -0.787 2.883
C -2.208 0.441 0.348
Si -2.126 2.434 0.194
C -3.679 3.082 1.056
C -0.562 3.159 0.928
C -2.169 3.292 -1.476
Si -3.854 -0.056 -0.657
C -4.257 1.032 -2.134
C -3.832 -1.837 -1.244
C -5.444 0.077 0.337
H -1.433 -1.867 4.007
H 0.044 -0.875 3.900
H -0.008 -2.477 3.126
H -2.078 0.808 4.472
H -2.606 2.213 3.573
H -0.934 1.675 3.463
H -3.623 -1.157 3.873
H -4.326 -1.605 2.301
H -4.717 -0.074 3.046
H -4.028 2.547 1.936
H -4.499 3.094 0.338
H -3.512 4.119 1.359
H -0.204 2.783 1.880
H -0.765 4.228 1.047
H 0.252 3.067 0.202
H -3.150 3.320 -1.940
H -1.449 2.949 -2.215
H -1.899 4.324 -1.224
H -3.450 1.332 -2.796
H -4.786 1.927 -1.808
H -4.967 0.449 -2.728
H -2.964 -2.128 -1.833
H -4.713 -1.962 -1.881
H -3.957 -2.531 -0.416
H -5.569 1.036 0.837
H -5.643 -0.717 1.049
H -6.232 0.020 -0.421
C 7.795 0.842 1.964
C 6.305 0.689 1.893
C 5.725 -0.539 1.578
C 4.350 -0.684 1.515
C 3.556 0.421 1.796
C 4.101 1.661 2.136
C 5.475 1.782 2.164
S 1.843 0.261 1.830
O 1.317 0.954 2.954
O 1.149 0.808 0.520
O 1.469 -1.166 1.657
H 8.307 -0.072 1.673
H 8.100 1.098 2.980
H 8.131 1.651 1.313
H 6.360 -1.394 1.385
H 3.899 -1.637 1.275
H 3.463 2.500 2.382
H 5.918 2.736 2.421
Te -0.804 0.122 -2.340
C 0.903 0.283 -3.565
C 1.509 1.540 -3.635
C 2.527 1.766 -4.553
C 2.926 0.749 -5.411
C 2.294 -0.483 -5.369
C 1.274 -0.718 -4.455
H 1.175 2.347 -2.993
H 2.991 2.742 -4.616
H 3.706 0.931 -6.138
H 2.582 -1.261 -6.065
H 0.765 -1.675 -4.450

Atoms 1-2, force components in eV/Å:
Ta 0.5091 -0.4731 -0.3461
N -0.0545 -0.1638 -0.0589

- total charge = +2
- M (g/mol) = 1002.71
- frontier orbital gap (eV) = 6.9
- relative energy (zero: lowest compared OMol25 entry of this formula, charge and spin) (kcal per mole) = 0.0
- LUMO level (eV) = -6.427
- F_max (eV/A) = 0.78
- E_tot (hartree) = -4039.8646
- highest occupied orbital energy (eV) = -13.37

---

Molecular formula: CH2N2O2
Method: DFT, wB97M-V/def2-TZVPD

Element x y z (Å)
C -0.831 0.591 0.047
N 1.790 -0.255 0.518
N -0.329 -0.587 -0.245
O -0.180 1.543 0.415
O 2.474 -0.594 -0.307
H -2.023 0.781 0.065
H -0.902 -1.480 -0.492

Atoms 1-2, force components in eV/Å:
C -2.8141 0.0988 0.6582
N -0.1515 -1.1283 -2.3202

- M (g/mol) = 74.04
- frontier orbital gap (spin up / spin down) (eV) = 7.9 / 7.3
- relative energy (zero: lowest compared OMol25 entry of this formula, charge and spin) (kcal per mole) = 124.7
- LUMO level (spin up / spin down) (eV) = -1.454 / -1.851
- F_max (eV/A) = 2.89
- E_tot (hartree) = -299.1381
- highest occupied orbital energy (spin up / spin down) (eV) = -9.33 / -9.12

---

Molecular formula: C3H9N2PS
Method: DFT, wB97M-V/def2-TZVPD

Element x y z (Å)
C -0.925 -0.837 0.546
C -2.284 -1.545 0.367
C 1.485 0.769 -1.872
N -0.058 -0.818 -0.324
N 0.138 2.042 1.462
P 1.435 0.011 -0.189
S 2.876 -1.107 0.344
H -0.776 -0.189 1.501
H -3.029 -0.829 0.536
H -2.177 -2.076 -0.513
H -2.359 -2.322 1.232
H 1.522 1.865 -1.892
H 2.382 0.468 -2.518
H 0.629 0.292 -2.242
H 0.740 2.772 1.229
H 0.401 1.505 2.334

Atoms 1-2, force components in eV/Å:
C -2.4197 1.2288 3.2909
C 3.1567 -1.0998 3.6738

- M (g/mol) = 136.16
- frontier orbital gap (spin up / spin down) (eV) = 6.7 / 6.7
- relative energy (zero: lowest compared OMol25 entry of this formula, charge and spin) (kcal per mole) = 91.0
- LUMO level (spin up / spin down) (eV) = -1.488 / -1.488
- F_max (eV/A) = 4.97
- E_tot (hartree) = -968.6375
- highest occupied orbital energy (spin up / spin down) (eV) = -8.20 / -8.20

---

Molecular formula: C32H88CuN8O12S
Method: DFT, wB97M-V/def2-TZVPD

Element x y z (Å)
Cu 0.271 -0.154 0.004
S 0.986 0.688 -2.645
O 1.733 1.258 -3.716
O 1.138 1.491 -1.448
O -0.373 0.732 -3.089
O 1.348 -0.655 -2.300
C 4.488 -1.120 1.658
C 3.874 -1.517 0.279
C 3.591 -2.984 0.183
O 4.752 -3.770 0.536
C 4.516 -5.185 0.793
N 2.782 -0.669 0.005
H 5.391 -1.688 1.881
H 3.798 -1.219 2.496
H 4.717 -0.062 1.782
H 4.679 -1.316 -0.427
H 3.373 -3.311 -0.834
H 2.712 -3.201 0.789
H 4.118 -5.629 -0.120
H 3.692 -5.319 1.493
H 5.448 -5.701 1.023
H 2.432 -0.842 -0.926
H 3.039 0.308 -0.009
C -1.611 5.634 -0.922
C -1.024 4.394 -1.666
C 0.134 4.869 -2.566
O -0.321 5.648 -3.636
C 0.684 6.082 -4.478
N -0.607 3.422 -0.662
H -2.402 5.257 -0.274
H -2.091 6.324 -1.616
H -0.807 6.197 -0.449
H -1.826 3.991 -2.285
H 0.672 3.992 -2.927
H 0.978 5.214 -1.969
H 1.239 5.237 -4.885
H 1.328 6.610 -3.775
H 0.370 6.827 -5.208
H 0.020 2.745 -1.075
H 0.016 3.906 -0.031
C 4.968 0.947 -2.452
C 4.732 2.213 -1.632
C 4.402 3.478 -2.475
O 4.327 4.518 -1.555
C 4.337 5.840 -2.128
N 3.760 1.992 -0.608
H 4.137 0.581 -3.054
H 5.250 0.080 -1.855
H 5.716 1.073 -3.234
H 5.686 2.420 -1.148
H 3.485 3.322 -3.043
H 5.228 3.673 -3.159
H 3.611 5.931 -2.937
H 5.282 6.068 -2.620
H 4.076 6.590 -1.381
H 2.924 1.860 -1.159
H 3.601 2.920 -0.241
C -0.793 -1.296 3.410
C 0.031 -2.005 2.355
C 0.326 -3.525 2.659
O 1.002 -3.920 3.843
C 2.296 -3.380 3.972
N -0.854 -1.891 1.247
H -1.695 -1.849 3.673
H -1.056 -0.308 3.033
H -0.172 -1.066 4.275
H 0.952 -1.490 2.081
H 0.746 -4.052 1.802
H -0.595 -4.079 2.841
H 2.186 -2.297 4.022
H 2.839 -3.637 3.062
H 2.787 -3.682 4.897
H -1.784 -2.207 1.482
H -0.524 -2.506 0.517
C -1.378 -4.763 -0.896
C -0.890 -3.709 -1.934
C -2.023 -2.704 -2.219
O -3.112 -3.388 -2.881
C -4.327 -2.637 -3.027
N 0.299 -3.087 -1.383
H -1.654 -4.301 0.052
H -0.602 -5.462 -0.584
H -2.258 -5.320 -1.220
H -0.746 -4.253 -2.868
H -1.741 -1.914 -2.914
H -2.323 -2.298 -1.253
H -5.161 -3.144 -3.513
H -4.222 -1.690 -3.557
H -4.822 -2.513 -2.064
H 1.070 -3.738 -1.334
H 0.577 -2.395 -2.065
C 1.182 1.947 3.975
C 0.867 2.559 2.616
C 1.601 3.855 2.401
O 1.185 4.444 1.147
C 2.014 5.585 0.866
N 1.285 1.535 1.653
H 0.903 2.735 4.674
H 2.238 1.681 4.021
H 0.583 1.053 4.150
H -0.219 2.633 2.548
H 2.664 3.624 2.464
H 1.297 4.529 3.202
H 2.115 6.315 1.669
H 1.748 6.109 -0.053
H 3.000 5.167 0.663
H 1.173 1.980 0.753
H 2.281 1.368 1.659
C -3.904 1.483 0.452
C -3.252 0.862 -0.796
C -3.788 1.516 -2.123
O -5.122 1.244 -2.397
C -5.524 1.646 -3.726
N -1.816 0.888 -0.658
H -4.991 1.538 0.408
H -3.440 2.459 0.598
H -3.680 0.837 1.301
H -3.481 -0.203 -0.810
H -3.203 1.263 -3.007
H -3.649 2.585 -1.958
H -6.594 1.466 -3.826
H -4.981 1.086 -4.487
H -5.423 2.688 -4.031
H -1.515 0.817 -1.619
H -1.576 1.847 -0.450
C -3.499 -4.762 4.597
C -4.702 -5.206 3.802
C -4.618 -5.034 2.255
O -4.270 -3.646 2.129
C -4.619 -3.038 0.868
N -4.894 -6.591 4.113
H -3.610 -5.006 5.653
H -3.511 -3.682 4.453
H -2.653 -5.274 4.137
H -5.518 -4.601 4.196
H -5.615 -5.244 1.869
H -3.917 -5.689 1.738
H -5.703 -3.005 0.758
H -4.218 -3.667 0.074
H -4.161 -2.059 0.727
H -4.023 -7.087 3.991
H -5.607 -7.032 3.550

Atoms 1-2, force components in eV/Å:
Cu -0.4516 0.0651 0.1628
S -1.1225 1.0253 -3.1355

- total charge = -1
- M (g/mol) = 872.71
- frontier orbital gap (eV) = 7.1
- relative energy (zero: lowest compared OMol25 entry of this formula, charge and spin) (kcal per mole) = 9.5
- LUMO level (eV) = 2.406
- F_max (eV/A) = 3.77
- E_tot (hartree) = -4651.5221
- highest occupied orbital energy (eV) = -4.73

---

Molecular formula: C4H12N2P
Method: DFT, wB97M-V/def2-TZVPD

Element x y z (Å)
C -2.270 0.576 0.765
C -2.573 0.193 -0.720
C -1.325 -0.265 -0.008
C -0.265 -0.923 -0.393
N 1.246 1.272 -0.106
N 0.913 -1.313 0.487
P 2.390 0.039 -0.157
H -1.818 1.462 1.128
H -3.181 0.244 1.418
H -3.382 -0.571 -0.669
H -2.420 0.777 -1.593
H 3.454 0.970 -0.691
H -0.201 -1.156 -1.423
H 0.492 1.200 0.539
H 0.810 -1.247 1.460
H 1.648 2.189 -0.182
H 1.117 -2.353 0.432
H 3.005 -0.422 1.016
H 2.360 -0.673 -1.303

Atoms 1-2, force components in eV/Å:
C -1.7259 -1.2172 0.1554
C 0.8949 -0.8831 1.9120

- total charge = +1
- M (g/mol) = 119.13
- frontier orbital gap (eV) = 10.1
- relative energy (zero: lowest compared OMol25 entry of this formula, charge and spin) (kcal per mole) = 75.1
- LUMO level (eV) = -3.128
- F_max (eV/A) = 3.22
- structure (SMILES) = N[PH3][NH2+]C=C1CC1
- E_tot (hartree) = -610.0897
- highest occupied orbital energy (eV) = -13.25

---

Molecular formula: C6H6O
Method: DFT, wB97M-V/def2-TZVPD

Element x y z (Å)
C -0.782 -1.263 -0.519
C 0.268 -0.553 -0.062
C -0.631 0.646 0.274
C -1.783 -0.170 -0.179
C -0.385 1.958 0.477
C 1.674 -0.780 0.084
O -2.985 0.004 -0.216
H -1.054 -2.083 -1.128
H -1.303 2.645 0.508
H 0.685 2.335 0.693
H 2.076 -0.721 -0.957
H 2.048 -1.832 0.183
H 2.173 -0.185 0.842

Atoms 1-2, force components in eV/Å:
C -1.7409 1.1447 -0.3239
C -2.3950 0.2899 0.9964

- M (g/mol) = 94.11
- frontier orbital gap (eV) = 9.9
- relative energy (zero: lowest compared OMol25 entry of this formula, charge and spin) (kcal per mole) = 60.1
- LUMO level (eV) = 0.672
- F_max (eV/A) = 3.12
- structure (SMILES) = C=C1C(=O)C=C1C
- E_tot (hartree) = -307.3676
- highest occupied orbital energy (eV) = -9.20